# C32H26FNO9S2

A 3-piece molecular cluster, C32H26FNO9S2 overall (wB97M-V/def2-TZVPD, the OMol25 dataset).

Summary:
LUMO (eV): -0.825
Multiplicity: 1
Net charge: 0

Geometry as XYZ:
```
71
Properties=species:S:1:pos:R:3:forces:R:3:mulliken_charge:R:1
O 2.286 -1.237 -5.860 -0.01 0.00 0.00 -0.6623
C 2.808 -0.670 -4.924 0.01 0.00 0.01 0.5136
C 3.873 0.354 -5.142 -0.02 0.00 0.00 0.1122
C 4.247 0.666 -6.444 0.02 0.02 -0.02 -0.5755
C 5.222 1.622 -6.673 -0.01 -0.01 0.00 -0.4764
C 5.829 2.271 -5.603 0.00 0.00 0.02 -0.5123
C 5.464 1.960 -4.304 0.03 0.01 -0.03 -0.4607
C 4.486 1.001 -4.069 0.01 -0.01 0.01 0.1500
C 4.117 0.675 -2.661 -0.05 -0.04 0.03 0.4482
O 4.674 1.214 -1.726 0.03 0.04 -0.02 -0.6502
C 3.039 -0.328 -2.443 0.00 0.02 0.00 0.0534
C 2.649 -0.624 -1.142 -0.01 -0.02 0.01 -0.3731
C 1.637 -1.541 -0.914 0.00 0.01 0.01 -0.6103
C 1.010 -2.170 -1.984 0.04 -0.02 -0.03 -0.3968
C 1.397 -1.883 -3.282 -0.01 -0.02 0.02 -0.8438
C 2.411 -0.961 -3.518 0.00 0.00 -0.01 0.5787
H 3.762 0.150 -7.261 -0.01 0.00 0.01 0.4756
H 5.512 1.863 -7.687 0.00 0.00 0.00 0.3976
H 6.589 3.020 -5.785 0.00 0.00 0.00 0.4018
H 5.927 2.449 -3.458 -0.01 -0.01 0.01 0.4690
H 3.144 -0.125 -0.320 0.00 -0.01 -0.02 0.5578
H 1.328 -1.763 0.099 0.00 0.00 0.00 0.4923
H 0.213 -2.877 -1.801 0.00 0.02 0.00 0.4342
H 0.921 -2.360 -4.127 0.01 0.01 -0.01 0.4836
O 0.071 1.399 4.768 0.00 0.01 0.00 -0.6703
C 1.099 0.777 4.612 0.01 -0.01 0.00 0.6385
C 2.048 1.109 3.511 -0.01 0.01 0.02 0.2453
C 1.746 2.166 2.660 0.01 0.01 -0.04 -0.7625
C 2.615 2.499 1.636 -0.02 -0.01 0.02 -0.4325
C 3.794 1.783 1.455 0.02 0.01 0.01 -0.4949
C 4.096 0.725 2.297 0.00 0.02 -0.03 -0.4946
C 3.225 0.382 3.325 0.00 -0.02 -0.01 0.1966
C 3.569 -0.771 4.206 -0.01 0.00 0.00 0.5176
O 4.571 -1.428 4.023 0.00 0.01 0.01 -0.6671
C 2.631 -1.088 5.323 0.02 0.00 0.00 0.2038
C 2.939 -2.140 6.179 -0.01 -0.02 0.03 -0.5585
C 2.090 -2.447 7.229 0.01 0.00 -0.01 -0.4779
C 0.930 -1.707 7.428 -0.01 0.01 -0.01 -0.4798
C 0.616 -0.663 6.576 -0.01 -0.03 0.03 -0.5760
C 1.465 -0.349 5.520 -0.01 0.00 -0.01 0.1747
H 0.824 2.711 2.816 0.00 -0.01 0.01 0.4951
H 2.375 3.317 0.969 0.01 0.00 0.01 0.4406
H 4.463 2.034 0.644 -0.01 -0.01 0.00 0.4584
H 5.001 0.147 2.166 0.00 0.00 0.01 0.4753
H 3.847 -2.701 6.006 0.00 0.01 -0.01 0.4760
H 2.332 -3.265 7.895 0.00 0.00 0.00 0.3970
H 0.269 -1.949 8.251 0.00 0.00 0.00 0.3989
H -0.283 -0.077 6.711 0.01 0.01 -0.01 0.4788
O -6.823 2.777 0.898 0.11 -0.01 0.03 -0.6204
S -6.706 2.232 -0.410 -0.12 0.01 -0.06 1.1886
O -5.445 1.771 -0.923 0.00 0.14 0.00 -0.5937
O -7.241 3.336 -1.430 -0.01 -0.03 0.03 -0.5030
C -7.917 0.958 -0.602 -0.14 0.02 -0.04 -0.7067
C -7.731 -0.200 0.376 -0.03 0.01 0.05 -0.7569
C -6.403 -0.972 0.353 -0.01 -0.01 0.00 -0.7896
C -5.759 -1.200 -1.021 0.01 -0.03 0.05 -0.5492
N -4.342 -0.785 -1.024 0.09 -0.37 -0.46 -0.2172
S -3.218 -1.908 -1.266 -0.15 0.11 -0.10 1.1298
O -1.936 -1.309 -1.228 0.04 0.01 0.08 -0.5226
O -3.562 -3.082 -0.550 0.05 -0.06 0.08 -0.6014
F -3.431 -2.290 -2.792 -0.04 -0.04 0.02 -0.2679
H -6.669 3.340 -2.211 0.02 0.01 0.01 0.3634
H -7.897 0.662 -1.651 0.05 -0.03 0.03 0.3691
H -8.878 1.439 -0.414 0.04 0.05 -0.02 0.4595
H -8.565 -0.881 0.192 0.02 0.00 -0.02 0.3563
H -7.870 0.194 1.384 -0.07 -0.05 -0.01 0.3498
H -6.596 -1.938 0.822 0.10 0.03 0.06 0.3745
H -5.667 -0.471 0.982 -0.03 0.09 -0.05 0.3809
H -6.268 -0.641 -1.805 0.07 -0.02 0.01 0.3584
H -5.808 -2.252 -1.298 -0.04 0.02 0.01 0.5156
H -4.145 0.051 -1.561 0.00 0.16 0.33 0.2935
```
Forces are in eV/Å.